No. 1
This record from the OMol25 dataset describes a molecular structure, C42H33N12O4SeTi at a distorted geometry. The level of theory is wB97M-V/def2-TZVPD.

- E_tot: -158629.6803 eV
- Spin multiplicity: 3
- HOMO energy (alpha / beta): -3.20 / -4.96 eV
- Relative energy (zero: lowest compared OMol25 entry of this formula, charge and spin): 0.0 kJ/mol
- Expectation value of S²: 2.02
- Total charge: -1

Last column: Löwdin spin population.
Element x y z (Å)
Ti: 0.050 -0.113 0.425  1.108
C: 0.084 1.785 -3.417  0.002
C: 1.537 1.985 -3.724  0.001
C: 1.906 2.852 -4.747  0.000
C: 3.234 3.076 -5.056  0.000
C: 4.209 2.437 -4.304  0.000
C: 3.879 1.566 -3.274  0.000
C: 4.984 0.952 -2.463  0.000
C: 2.518 1.297 -2.993  0.000
N: 2.171 0.466 -1.910  0.000
C: 2.644 -0.763 -1.914  0.001
O: 3.072 -1.460 -2.854  0.003
C: 2.768 -1.365 -0.522  0.010
C: 3.748 -2.329 -0.349  -0.001
C: 4.015 -2.811 0.920  0.008
C: 3.308 -2.294 1.988  -0.001
C: 2.326 -1.353 1.741  0.007
N: 2.028 -0.906 0.508  0.007
C: 1.585 -0.749 2.911  0.005
O: 1.968 -1.023 4.052  0.010
N: 0.599 0.062 2.536  -0.003
C: -0.052 0.717 3.630  0.002
C: -1.087 0.096 4.338  -0.001
C: -1.403 -1.357 4.127  0.000
C: -1.772 0.818 5.310  0.001
C: -1.423 2.124 5.610  -0.001
C: -0.337 2.698 4.970  0.001
C: 0.372 2.000 3.998  0.000
C: 1.626 2.587 3.416  0.000
H: -0.457 2.734 -3.443  0.000
H: -0.383 1.114 -4.145  0.000
H: -0.036 1.348 -2.430  0.001
H: 1.125 3.360 -5.304  0.000
H: 3.510 3.750 -5.858  0.000
H: 5.257 2.629 -4.506  0.000
H: 5.910 1.515 -2.596  0.000
H: 4.731 0.948 -1.399  0.000
H: 5.156 -0.084 -2.756  0.000
H: 4.275 -2.660 -1.231  0.000
H: 4.779 -3.563 1.074  0.001
H: 3.475 -2.581 3.015  0.000
H: -1.272 -1.648 3.090  0.000
H: -0.710 -1.964 4.715  0.000
H: -2.420 -1.590 4.447  0.000
H: -2.585 0.335 5.844  0.000
H: -1.979 2.685 6.351  0.000
H: -0.022 3.703 5.226  0.000
H: 1.643 3.671 3.532  0.000
H: 2.493 2.168 3.935  0.000
H: 1.739 2.347 2.363  0.001
N: -3.643 1.053 2.283  0.013
C: -2.994 0.038 1.715  0.005
N: -1.864 0.494 1.219  0.021
C: -1.869 1.830 1.528  0.023
N: -2.949 2.215 2.176  0.056
C: -0.762 2.636 1.064  0.139
C: -0.694 4.003 1.254  -0.008
N: 0.299 4.770 0.820  0.200
C: 1.276 4.075 0.163  0.056
C: 1.259 2.731 -0.040  0.098
N: 0.225 1.931 0.387  0.188
H: -4.515 1.034 2.780  0.000
H: -3.327 -0.987 1.654  0.000
H: -1.504 4.484 1.794  -0.004
H: 2.114 4.652 -0.208  0.001
H: 2.056 2.225 -0.566  0.003
Se: -4.089 -1.930 -6.789  0.000
N: -4.388 -0.592 -5.646  0.000
C: -3.508 -0.708 -4.691  0.000
C: -3.398 0.210 -3.562  0.000
C: -4.222 1.326 -3.457  0.000
C: -4.042 2.186 -2.399  0.001
C: -3.039 1.893 -1.478  0.002
N: -2.257 0.829 -1.563  0.013
C: -2.420 -0.007 -2.584  0.001
C: -1.494 -1.171 -2.664  0.002
N: -0.602 -1.370 -1.673  0.005
C: 0.183 -2.436 -1.777  0.004
C: 0.194 -3.318 -2.849  0.000
C: -0.702 -3.113 -3.863  0.002
C: -1.576 -2.033 -3.760  0.000
C: -2.587 -1.814 -4.795  0.000
N: -2.729 -2.584 -5.838  0.000
H: -4.974 1.496 -4.216  0.000
H: -4.648 3.074 -2.279  0.000
H: -2.858 2.560 -0.644  0.001
H: 0.843 -2.621 -0.946  0.001
H: 0.907 -4.129 -2.863  0.000
H: -0.755 -3.757 -4.731  0.000
O: -2.542 -2.750 0.622  0.001
C: -1.354 -2.932 0.870  0.001
O: -0.448 -2.043 1.036  0.009
H: -0.974 -3.972 0.924  0.000

No. 2
This record from the OMol25 dataset describes 6 unconnected molecules or ions with the total composition C30H63BrO8PS. The level of theory is wB97M-V/def2-TZVPD.

- E_tot: -138671.9899 eV
- HOMO energy: -10.40 eV
- Total charge: +1

Last column: Mulliken charge in e.
Element x y z (Å)
C: 6.306 -2.858 4.259  -1.402
C: 5.006 -3.646 4.088  0.008
C: 5.099 -4.497 2.829  -0.743
S: 3.628 -5.421 2.336  0.134
Br: 3.100 -6.485 4.138  0.001
C: 2.359 -4.135 2.105  -0.495
C: 0.984 -4.462 2.680  -1.197
C: -0.029 -3.541 1.963  1.130
P: -1.564 -3.225 2.851  0.868
O: -2.460 -2.420 2.027  -0.842
O: -2.176 -4.645 3.192  -0.209
C: -1.889 -5.382 4.397  0.102
C: -2.598 -6.712 4.305  -1.345
O: -1.163 -2.637 4.275  -0.471
C: -0.207 -1.564 4.377  0.089
C: -0.581 -0.327 3.577  -1.053
H: 7.171 -3.507 4.104  0.359
H: 6.383 -2.449 5.264  0.370
H: 6.379 -2.052 3.529  0.357
H: 4.167 -2.950 4.028  0.142
H: 4.841 -4.285 4.956  0.358
H: 5.322 -3.879 1.952  0.466
H: 5.875 -5.257 2.935  0.512
H: 2.750 -3.238 2.582  0.138
H: 2.315 -3.990 1.023  0.647
H: 0.712 -5.506 2.522  0.715
H: 0.992 -4.258 3.752  0.646
H: 0.457 -2.607 1.667  -0.573
H: -0.307 -4.043 1.033  -0.451
H: -0.811 -5.531 4.498  0.134
H: -2.229 -4.812 5.261  0.310
H: -3.636 -6.544 4.019  0.328
H: -2.599 -7.211 5.274  0.401
H: -2.143 -7.352 3.549  0.297
H: 0.789 -1.933 4.105  -0.165
H: -0.170 -1.324 5.439  0.448
H: -1.664 -0.241 3.504  0.370
H: -0.185 -0.344 2.561  0.047
H: -0.205 0.565 4.079  0.436
C: 1.522 0.989 -0.230  -0.286
C: 0.116 0.438 -0.462  -0.743
C: 0.396 -1.039 -0.694  -0.061
O: 1.557 -1.353 0.099  -0.433
C: 2.170 -0.139 0.559  -0.420
H: 1.537 1.938 0.303  0.385
H: 2.031 1.134 -1.183  -0.066
H: -0.500 0.572 0.429  0.192
H: -0.396 0.902 -1.303  0.477
H: 0.625 -1.242 -1.744  0.371
H: -0.428 -1.685 -0.384  0.075
H: 1.978 -0.030 1.634  0.210
H: 3.248 -0.209 0.405  0.384
C: 4.221 4.035 -3.973  -0.596
C: 3.145 3.403 -4.854  -0.616
C: 2.304 2.659 -3.828  -0.341
O: 2.388 3.418 -2.617  -0.280
C: 3.419 4.403 -2.733  -0.438
H: 4.706 4.898 -4.427  0.355
H: 4.992 3.301 -3.727  0.260
H: 2.545 4.178 -5.334  0.239
H: 3.540 2.746 -5.627  0.368
H: 2.699 1.652 -3.644  0.323
H: 1.255 2.578 -4.118  0.278
H: 2.954 5.388 -2.844  0.228
H: 4.011 4.401 -1.816  0.268
C: -1.850 6.646 -3.433  -0.205
C: -1.066 6.011 -2.286  -0.759
C: -0.680 4.666 -2.887  0.149
O: -0.530 4.881 -4.292  -0.390
C: -1.061 6.163 -4.644  -0.570
H: -1.912 7.731 -3.375  0.401
H: -2.866 6.256 -3.452  -0.007
H: -0.170 6.599 -2.069  0.262
H: -1.641 5.914 -1.365  0.387
H: -1.474 3.925 -2.725  0.166
H: 0.255 4.269 -2.494  -0.024
H: -0.229 6.839 -4.872  0.272
H: -1.673 6.057 -5.540  0.290
C: -6.178 6.725 -0.418  -0.563
C: -5.953 8.226 -0.248  -0.531
C: -4.674 8.436 -1.048  -0.431
O: -4.698 7.470 -2.101  -0.326
C: -5.728 6.511 -1.857  -0.381
H: -7.207 6.413 -0.249  0.343
H: -5.535 6.168 0.268  0.268
H: -6.777 8.783 -0.697  0.259
H: -5.855 8.541 0.790  0.328
H: -3.787 8.264 -0.428  0.237
H: -4.600 9.432 -1.486  0.289
H: -6.550 6.685 -2.559  0.266
H: -5.327 5.511 -2.038  0.258
C: -2.160 -5.486 -2.619  -0.661
C: -1.205 -4.923 -1.570  -0.236
C: -0.535 -6.189 -1.049  -0.015
O: -0.499 -7.102 -2.136  -0.461
C: -1.329 -6.623 -3.203  -0.490
H: -2.466 -4.760 -3.368  0.365
H: -3.057 -5.879 -2.136  0.293
H: -0.466 -4.276 -2.051  0.111
H: -1.704 -4.350 -0.788  0.313
H: -1.115 -6.631 -0.229  0.146
H: 0.489 -6.017 -0.698  0.066
H: -0.688 -6.269 -4.016  0.265
H: -1.932 -7.451 -3.573  0.316

total charge of number 2 (C30H63BrO8PS)? +1